Record 1
{
  "formula": "C12H19AlO4P",
  "method": "the ωB97M-V functional and the def2-TZVPD basis",
  "max_force_ev_per_a": 4.98,
  "total_charge": 3,
  "e_tot_ev": -36796.2673,
  "e_lumo_ev": -12.94,
  "relative_energy_kcal_mol": 0.0,
  "orbital_gap_ev": 8.516,
  "homo_energy_ha": -0.7885,
  "species": ["Al", "O", "C", "C", "O", "C", "O", "C", "O", "C", "H", "H", "C", "H", "H", "C", "C", "P", "C", "C", "C", "C", "H", "H", "H", "H", "H", "H", "H", "H", "H", "H", "H", "H", "H", "H", "H"],
  "xyz": [[0.05109, 1.28836, -0.68664], [-3.20349, 1.52819, -1.36888], [-2.08467, 1.48128, -1.14881], [2.21455, 1.40607, -0.54415], [3.35888, 1.41697, -0.46049], [-0.24780, 2.61516, 0.99976], [-0.41100, 3.28712, 1.91013], [0.22954, 0.50906, -2.76329], [0.33295, 0.01306, -3.78634], [-0.53225, 3.67411, -2.21152], [-1.00236, 3.16117, -3.05538], [-1.21159, 4.10107, -1.46800], [0.79557, 3.67268, -2.03778], [1.26628, 4.09437, -1.14324], [1.46944, 3.14849, -2.72369], [0.19599, -0.07749, 3.08235], [0.84745, -0.83863, 1.93462], [0.08642, -0.67729, 0.32870], [0.97986, -1.71640, -0.84938], [1.20914, -3.11184, -0.29135], [-1.65480, -1.14244, 0.36263], [-1.83038, -2.45406, 1.11198], [0.31831, 1.00536, 2.99285], [0.69664, -0.39582, 4.00339], [-0.87124, -0.29847, 3.18722], [1.89652, -0.53331, 1.81546], [0.82811, -1.92130, 2.10531], [0.41738, -1.73421, -1.79085], [1.93317, -1.21354, -1.06024], [0.28239, -3.68930, -0.24217], [1.89351, -3.62234, -0.97271], [1.67653, -3.09039, 0.69831], [-2.21747, -0.33207, 0.84674], [-2.01173, -1.20840, -0.67355], [-1.37063, -2.42716, 2.10945], [-2.90532, -2.61599, 1.23990], [-1.42500, -3.30208, 0.54965]],
  "forces_ev_per_angstrom": [[-0.02, 2.12, -1.21], [3.78, -0.09, 0.69], [-4.04, 0.08, -0.62], [4.95, 0.49, 0.15], [-4.51, -0.11, -0.26], [-0.57, 2.80, 3.41], [0.56, -2.40, -3.35], [0.50, -1.74, -3.53], [-0.39, 1.84, 3.40], [-0.59, -0.92, 0.52], [0.14, 0.49, -0.08], [0.19, 0.35, -0.37], [0.62, -1.14, 0.80], [-0.12, 0.37, -0.44], [-0.15, 0.55, -0.14], [-0.14, -0.04, 0.24], [0.37, 0.15, 0.22], [-0.62, -1.15, 0.02], [0.02, 0.18, -0.04], [0.35, -0.60, -0.21], [-0.01, 0.03, 0.16], [-0.60, -0.49, 0.21], [0.08, -0.17, 0.11], [-0.19, 0.21, -0.09], [0.16, -0.01, 0.01], [-0.04, -0.26, 0.09], [0.13, 0.18, 0.15], [0.03, -0.24, 0.18], [0.08, -0.18, 0.00], [0.32, 0.10, -0.06], [-0.08, -0.13, 0.17], [-0.02, -0.10, -0.30], [0.02, -0.14, 0.07], [0.01, -0.11, 0.07], [-0.21, -0.04, -0.28], [0.21, -0.16, 0.09], [-0.23, 0.25, 0.24]],
  "lowdin_charge": [0.09, 0.31, 0.06, 0.08, 0.30, 0.10, 0.30, 0.09, 0.30, -0.02, 0.10, 0.10, -0.03, 0.10, 0.10, -0.08, -0.34, 0.88, -0.35, -0.08, -0.36, -0.08, 0.06, 0.12, 0.09, 0.12, 0.10, 0.09, 0.09, 0.08, 0.11, 0.09, 0.10, 0.11, 0.09, 0.11, 0.08]
}

Record 2
{
  "formula": "C12H19BFO3",
  "method": "the ωB97M-V functional and the def2-TZVPD basis",
  "max_force_ev_per_a": 0.17,
  "total_charge": -1,
  "e_tot_ev": -22290.0116,
  "e_lumo_ev": 2.74,
  "orbital_gap_ev": 6.305,
  "homo_energy_ha": -0.1311,
  "species": ["O", "C", "C", "C", "C", "C", "C", "O", "B", "O", "H", "H", "H", "H", "H", "H", "H", "H", "H", "H", "H", "H", "H", "H", "F", "C", "C", "C", "C", "C", "C", "H", "H", "H", "H", "H"],
  "xyz": [[-1.05663, -0.43017, 0.84766], [-1.24113, -1.03436, -0.42440], [-1.67301, -0.09792, -1.55139], [-0.54830, 0.65351, -2.28889], [-0.31626, 2.14273, -1.93543], [-0.88663, 2.65491, -0.61983], [-2.31450, 3.20407, -0.64911], [-2.44277, 3.85271, 0.57436], [-1.04631, 4.38488, 0.90200], [-0.18242, 3.78110, -0.17425], [-1.83048, 0.10386, 1.06094], [-1.96060, -1.86214, -0.34926], [-0.26689, -1.47550, -0.65451], [-2.22758, -0.71373, -2.26613], [-2.39371, 0.61983, -1.14959], [-0.75494, 0.59591, -3.36062], [0.38047, 0.09266, -2.14095], [-0.71588, 2.77011, -2.74009], [0.75611, 2.34470, -1.90347], [-0.84112, 1.86429, 0.14955], [-3.11551, 2.46288, -0.79385], [-2.36010, 3.91384, -1.50203], [-0.73169, 3.98453, 2.03466], [-0.98676, 5.61712, 0.83102], [1.02371, -4.94873, -0.09464], [1.71382, -4.11539, 0.71849], [3.09314, -4.16905, 0.69799], [3.79466, -3.30573, 1.52874], [3.11845, -2.41698, 2.35329], [1.73044, -2.39071, 2.35156], [1.01258, -3.24873, 1.53088], [3.59403, -4.86545, 0.03954], [4.87708, -3.32371, 1.52183], [3.67100, -1.73542, 2.98585], [1.19563, -1.68491, 2.97267], [-0.06790, -3.22502, 1.49738]],
  "forces_ev_per_angstrom": [[-0.05, -0.14, 0.07], [0.14, -0.07, 0.02], [-0.06, 0.09, 0.04], [0.03, 0.03, 0.07], [-0.05, 0.08, -0.06], [-0.02, 0.01, 0.13], [0.03, 0.08, -0.09], [0.09, 0.08, -0.04], [-0.11, 0.03, -0.02], [0.02, -0.08, 0.06], [0.08, 0.09, -0.07], [-0.03, 0.05, 0.07], [-0.07, -0.05, -0.10], [0.04, 0.01, -0.04], [-0.05, -0.12, -0.04], [0.04, -0.04, 0.00], [-0.01, 0.02, 0.04], [0.01, 0.02, 0.03], [0.00, -0.02, -0.01], [0.04, -0.02, -0.10], [0.04, 0.00, 0.11], [-0.07, -0.08, -0.01], [0.00, 0.00, -0.01], [0.00, -0.02, 0.01], [0.00, -0.01, 0.00], [0.00, -0.04, 0.03], [0.00, 0.03, 0.02], [0.01, 0.00, -0.01], [-0.01, -0.02, -0.01], [0.00, 0.04, 0.00], [-0.02, 0.04, -0.04], [0.00, 0.00, 0.00], [0.00, 0.00, 0.00], [0.00, 0.00, 0.00], [-0.01, 0.01, -0.03], [0.00, 0.01, 0.00]],
  "lowdin_charge": [-0.08, -0.28, -0.18, -0.18, -0.13, -0.40, -0.25, -0.14, -0.58, -0.10, 0.09, 0.10, 0.10, 0.10, 0.09, 0.09, 0.10, 0.11, 0.11, 0.13, 0.10, 0.12, 0.04, 0.04, 0.04, -0.29, -0.03, -0.09, -0.09, -0.07, -0.02, 0.11, 0.10, 0.10, 0.11, 0.12]
}